33
Properties=species:S:1:pos:R:3:forces:R:3:mulliken_charge:R:1 method="wB97M-V/def2-TZVPD" lumo_energy_ev=-0.3 total_energy_ev=-18828.728 total_charge=0 homo_energy_ev=-9.30 de_lowest_kcal_mol=218.6 spin_multiplicity=1 orbital_gap_ev=9.0
O -0.859504 2.575360 1.324661 -1.46 4.17 0.09 -0.7206
H -0.132394 3.170760 1.506461 -0.39 0.53 0.08 0.2825
H -0.485764 1.700600 1.431181 -2.10 0.56 1.05 0.7643
O 0.135066 -1.441410 0.955531 3.43 -10.08 -1.50 -0.4561
H -0.283514 -2.231050 0.612751 -0.18 -0.67 -0.16 0.3174
H 0.522526 -1.716570 1.786421 -0.10 -0.34 0.55 0.2512
O 3.120626 -0.295670 -0.968939 0.99 -0.88 0.21 -0.6460
H 3.308056 0.640720 -0.903559 0.18 0.00 0.05 0.3675
H 2.770936 -0.409290 -1.852709 -0.11 -0.02 -0.27 0.3398
O -0.034694 -0.909700 -2.411709 2.39 -0.70 -2.31 -0.6359
H -0.694624 -1.500640 -2.774349 0.48 -0.41 -0.49 0.4213
H 0.279626 -1.354880 -1.624789 0.31 -0.36 -0.24 0.5535
O 2.065206 -0.371920 2.999741 -0.03 -0.53 1.04 -0.5588
H 1.726506 -0.845570 2.240021 0.64 0.33 0.09 0.4074
H 2.995796 -0.250330 2.811421 0.31 -0.04 -0.05 0.3429
C 0.851626 1.010160 -0.682689 -1.85 0.91 0.94 -1.2418
C 0.821726 0.989430 0.848901 4.66 -1.72 -2.01 -0.7039
O -0.334984 0.420920 1.363951 0.28 5.66 2.78 -0.8270
H 0.434316 0.049290 -0.983789 1.09 1.32 -0.01 0.0556
H 1.772846 1.362240 -1.146909 -0.52 -0.20 0.21 0.5245
H 0.082736 1.747070 -0.914779 0.17 0.12 -0.59 0.4068
H 1.143716 1.990320 1.136351 -0.38 -0.47 0.79 0.3293
H 1.643846 0.347890 1.166141 0.19 0.55 -0.56 0.0935
H -0.338824 -0.502760 1.102401 -2.07 2.03 -0.03 0.4218
C -2.247304 0.450410 -0.339579 1.30 -0.71 -0.83 -0.8461
C -1.985874 -0.920820 -1.031929 -1.88 2.65 0.12 0.4884
O -3.234804 -1.511660 -0.872029 -0.73 -1.79 -0.07 -0.5038
H -3.066314 0.950670 -0.856359 -0.16 -0.26 0.27 0.4045
H -1.359214 1.081220 -0.378159 -1.10 -0.15 0.00 0.0811
H -2.416344 0.184240 0.703811 -0.61 0.62 -0.18 0.2904
H -1.146404 -1.466320 -0.600869 -0.82 -0.17 0.00 -0.4743
H -1.743514 -0.768870 -2.083719 -1.53 0.30 0.92 0.1441
H -3.311094 -2.173850 -1.562889 -0.39 -0.25 0.11 0.3263